[1]
A structure of composition C39H46ClN8O2SSm in a non-equilibrium geometry, computed with ωB97M-V/def2-TZVPD.

Computed properties:
orbital gap (spin up / spin down): 4.85 / 4.86 eV
total charge: -2
multiplicity: 6

Cartesian coordinates (Å):
Sm: 1.669 -0.686 0.135
C: -5.839 -2.392 -0.233
C: -4.500 -2.652 0.101
C: -3.882 -3.253 -0.969
C: -4.848 -3.456 -1.978
C: -6.027 -2.929 -1.549
H: -6.543 -1.697 0.291
H: -3.999 -2.519 1.074
H: -2.846 -3.616 -1.069
H: -4.700 -3.950 -2.929
H: -6.980 -3.054 -2.022
C: 3.466 -0.793 -4.064
N: 2.205 -0.009 -4.126
C: 2.035 1.154 -4.976
C: 0.631 1.653 -4.647
N: 0.213 0.732 -3.610
C: -1.060 0.886 -2.853
C: 1.136 -0.204 -3.304
N: 1.047 -1.070 -2.286
C: 1.016 -2.499 -2.663
C: 1.827 -3.331 -1.662
N: 1.451 -3.115 -0.280
C: 2.025 -3.873 0.607
N: 3.212 -4.518 0.626
C: 4.212 -4.558 -0.419
C: 3.329 -5.366 1.815
C: 2.351 -4.719 2.764
N: 1.364 -4.174 1.799
C: -0.052 -3.990 2.076
H: 4.298 -0.118 -3.923
H: 3.545 -1.407 -4.982
H: 3.446 -1.524 -3.222
H: 2.103 0.905 -6.035
H: 2.768 1.959 -4.786
H: 0.065 1.485 -5.577
H: 0.442 2.668 -4.351
H: -0.809 1.070 -1.757
H: -1.649 -0.034 -3.014
H: -1.605 1.797 -3.196
H: 1.380 -2.722 -3.696
H: 0.018 -2.954 -2.687
H: 2.907 -3.056 -1.771
H: 1.628 -4.366 -1.936
H: 5.120 -4.809 0.087
H: 4.360 -3.529 -0.818
H: 4.044 -5.407 -1.134
H: 4.300 -5.400 2.254
H: 3.003 -6.343 1.525
H: 2.756 -3.853 3.339
H: 1.916 -5.398 3.489
H: -0.178 -3.325 2.982
H: -0.412 -5.015 2.304
H: -0.609 -3.586 1.235
S: 3.897 -1.686 0.915
Cl: 6.075 3.015 -0.179
C: 4.610 3.682 -0.752
C: 4.692 4.828 -1.537
C: 3.515 5.471 -1.979
C: 2.240 4.918 -1.681
C: 2.149 3.772 -0.943
C: 3.339 3.149 -0.340
C: 3.098 2.023 0.444
H: 5.650 5.216 -1.818
H: 3.582 6.324 -2.627
H: 1.310 5.302 -2.150
H: 1.221 3.285 -0.643
H: 2.240 2.164 1.091
H: 3.937 1.362 0.714
O: 0.271 -0.968 2.088
C: -0.488 0.062 1.925
N: -1.464 0.537 2.783
C: -2.051 1.722 2.303
C: -1.313 1.886 0.962
O: -1.730 2.648 0.082
N: -0.308 0.970 0.845
C: -3.555 1.626 2.227
C: -4.402 2.072 3.271
C: -5.784 1.922 3.120
C: -6.336 1.413 1.971
C: -5.508 0.911 0.970
C: -4.120 0.910 1.190
C: -1.579 2.948 3.207
C: -0.930 2.671 4.403
C: -0.266 3.750 4.985
C: -0.571 5.078 4.627
C: -1.253 5.339 3.415
C: -1.589 4.227 2.679
H: -1.806 -0.125 3.439
H: -4.063 2.446 4.215
H: -6.450 2.210 3.949
H: -7.393 1.378 1.795
H: -5.928 0.390 0.089
H: -3.541 0.392 0.391
H: -0.929 1.660 4.794
H: 0.345 3.597 5.844
H: -0.245 5.855 5.313
H: -1.452 6.318 3.008
H: -1.865 4.289 1.614

Cartesian forces (eV/Å) of the 6 atoms listed first:
1.462 0.259 0.412
-0.887 0.495 -0.241
0.423 0.726 1.639
1.186 -1.316 -1.313
1.224 -0.506 -0.648
-1.424 0.859 1.364

---

[2]
An isolated molecule of C5H5NO in a non-equilibrium geometry, computed with ωB97M-V/def2-TZVPD.

Computed properties:
orbital gap: 10.02 eV
SMILES: N#C[C@H]1C=COC1

Cartesian coordinates (Å):
O: -0.351 -1.192 1.024
C: 0.500 -0.233 1.469
C: 0.945 0.567 0.502
C: -0.260 -1.082 -0.473
C: 0.063 0.389 -0.723
C: -1.147 1.246 -0.697
N: -2.103 1.900 -0.691
H: 0.703 -0.128 2.533
H: 1.834 1.164 0.520
H: -1.218 -1.477 -0.780
H: 0.581 -1.652 -0.917
H: 0.617 0.625 -1.638

Cartesian forces (eV/Å) of the 6 atoms listed first:
0.246 0.155 -1.052
0.404 0.260 -0.290
0.115 0.436 0.229
-0.319 -0.237 0.606
0.105 -0.130 0.071
-0.659 0.593 0.077